1.
The following is a quantum chemistry calculation of a 2-piece molecular cluster, C3H2INO2 overall in a non-equilibrium geometry, from the OMol25 dataset.

As for the relative energy (zero: lowest compared OMol25 entry of this formula, charge and spin): 1.8012 eV. For the LUMO energy (alpha / beta), the calculation gives -3.152 / -3.146 eV. The net charge is 0. The molar mass comes out at 210.958 g/mol. Its spin multiplicity is 1.

Last column: natural (NBO) charge in e.
CARTESIAN COORDINATES (ANGSTROEM)
C: -1.43 -0.74 -1.46  0.887
C: 0.20 -0.86 0.54  0.625
C: 0.95 0.45 0.34  -0.339
N: -0.75 -1.07 -0.54  -0.634
O: -2.15 -0.30 -2.21  -0.478
O: 0.08 -1.66 1.40  -0.446
I: 0.36 2.78 1.98  -0.073
H: 2.05 0.38 0.48  0.236
H: 0.68 1.03 -0.53  0.223

2.
The following is a quantum chemistry calculation of C21H15F2MoO3 as an isolated structure in a non-equilibrium geometry, from the OMol25 dataset.

As for the relative energy (zero: lowest compared OMol25 entry of this formula, charge and spin): 0.1854 eV. For the LUMO energy, the calculation gives -14.901 eV. The net charge is +3. The molar mass comes out at 449.284 g/mol. Its spin multiplicity is 1.

Last column: natural (NBO) charge in e.
CARTESIAN COORDINATES (ANGSTROEM)
O: -2.65 -3.30 -2.92  -0.246
C: -1.71 -2.84 -2.40  0.616
Mo: -0.12 -1.85 -1.46  0.301
C: -1.46 -0.25 -1.84  0.634
O: -2.26 0.56 -2.07  -0.277
C: -1.08 -2.62 0.29  0.628
O: -1.68 -3.16 1.13  -0.262
H: -0.37 -0.89 0.00  0.097
C: 2.00 -2.09 -0.93  -0.215
C: 1.57 -3.24 -1.67  -0.245
C: 1.14 -2.80 -2.97  -0.209
C: 1.32 -1.36 -3.04  -0.237
C: 1.85 -0.94 -1.77  -0.232
H: 2.41 -2.08 0.07  0.309
H: 1.61 -4.26 -1.31  0.324
H: 0.86 -3.44 -3.80  0.327
H: 1.14 -0.72 -3.89  0.320
H: 2.15 0.07 -1.50  0.309
F: 5.06 2.04 0.78  -0.257
C: 3.75 1.76 1.06  0.529
C: 3.45 0.91 2.13  -0.268
C: 2.13 0.50 2.29  -0.092
C: 1.07 1.00 1.47  -0.186
C: -0.24 0.41 1.58  0.076
C: -1.50 1.11 1.44  -0.192
C: -2.62 0.77 2.28  -0.089
C: -3.90 1.26 2.04  -0.261
C: -4.10 2.09 0.94  0.523
F: -5.37 2.51 0.64  -0.256
C: -3.05 2.52 0.13  -0.261
C: -1.77 2.02 0.37  -0.127
C: 1.44 1.99 0.50  -0.109
C: 2.77 2.35 0.27  -0.284
H: 4.24 0.56 2.78  0.292
H: 1.87 -0.20 3.09  0.249
H: -0.29 -0.61 2.05  0.230
H: -2.43 0.14 3.14  0.249
H: -4.74 0.98 2.67  0.291
H: -3.24 3.21 -0.70  0.282
H: -0.96 2.33 -0.26  0.207
H: 0.67 2.49 -0.07  0.221
H: 3.04 3.07 -0.52  0.288

3.
The following is a quantum chemistry calculation of a 2-piece molecular cluster, C2H2ClO3P overall in a non-equilibrium geometry, from the OMol25 dataset.

As for the relative energy (zero: lowest compared OMol25 entry of this formula, charge and spin): 1.5283 eV. For the LUMO energy, the calculation gives 6.215 eV. The net charge is -2. The molar mass comes out at 140.462 g/mol. Its spin multiplicity is 1.

Last column: natural (NBO) charge in e.
CARTESIAN COORDINATES (ANGSTROEM)
C: 0.93 -0.04 -0.25  -0.668
C: 1.59 0.95 0.21  -0.203
O: -2.86 -1.23 -0.33  -1.142
O: -2.75 1.24 -1.04  -1.140
O: -2.62 0.63 1.43  -1.133
P: -2.57 0.18 0.02  2.406
Cl: 3.49 0.33 0.01  -0.465
H: 1.31 -0.99 -0.74  0.173
H: -0.19 0.03 -0.07  0.172

4.
The following is a quantum chemistry calculation of C54H43ClN2O6ReS2Se4Te as an isolated structure in a non-equilibrium geometry, from the OMol25 dataset.

As for the relative energy (zero: lowest compared OMol25 entry of this formula, charge and spin): 2.0563 eV. For the LUMO energy (alpha / beta), the calculation gives -1.045 / -1.123 eV. The net charge is 0. The molar mass comes out at 1545.180 g/mol. Its spin multiplicity is 2.

Last column: Mulliken spin population.
CARTESIAN COORDINATES (ANGSTROEM)
Re: -1.12 -0.77 0.00  0.795
Se: -2.16 0.04 1.97  0.109
Se: -4.46 0.46 1.84  0.013
Se: -5.37 -1.71 1.92  0.024
Se: -4.81 -2.50 -0.19  -0.003
O: -4.01 -0.61 -5.65  0.000
C: -3.96 0.67 -5.37  0.001
O: -4.36 1.51 -6.14  0.000
C: -3.40 1.07 -4.04  -0.007
C: -3.32 2.38 -3.58  0.002
Cl: -3.87 3.77 -4.38  0.000
N: -2.78 2.37 -2.34  -0.002
N: -2.50 1.12 -1.98  0.043
C: -2.86 0.32 -2.97  0.015
C: -2.79 -1.14 -2.73  -0.011
O: -3.14 -1.95 -3.58  0.007
O: -2.44 -1.46 -1.54  -0.039
C: -2.59 3.39 -1.38  0.001
C: -2.54 4.75 -1.66  -0.002
C: -2.36 5.65 -0.62  0.000
C: -2.23 5.21 0.69  0.005
C: -2.28 3.86 0.97  -0.003
C: -2.46 2.96 -0.06  -0.059
H: -3.69 -1.22 -4.91  0.000
H: -2.64 5.12 -2.67  0.000
H: -2.34 6.70 -0.84  0.000
H: -2.10 5.93 1.49  0.000
H: -2.19 3.48 1.97  -0.002
H: -2.51 1.90 0.12  0.028
C: 3.69 -0.88 6.51  0.000
C: 2.92 -0.88 5.23  0.000
C: 1.57 -0.57 5.19  0.001
C: 0.87 -0.56 3.99  -0.013
C: 1.55 -0.86 2.83  0.001
C: 2.90 -1.18 2.84  0.003
C: 3.58 -1.19 4.04  0.000
S: 0.85 -0.83 1.16  -0.191
O: 1.55 -1.90 0.46  -0.013
C: 1.51 0.80 0.76  0.218
C: 0.93 1.84 1.51  -0.056
C: 1.22 3.14 1.22  -0.024
C: 2.07 3.46 0.13  0.003
C: 2.29 4.79 -0.25  -0.006
C: 3.09 5.09 -1.32  0.006
C: 3.71 4.06 -2.03  -0.002
C: 3.52 2.75 -1.68  0.003
C: 2.69 2.41 -0.60  -0.002
C: 2.39 1.05 -0.27  -0.065
C: 2.97 -0.05 -1.05  0.037
C: 4.37 -0.30 -0.98  0.002
C: 5.21 0.40 -0.08  0.000
C: 6.55 0.13 -0.02  0.001
C: 7.12 -0.85 -0.85  0.000
C: 6.33 -1.56 -1.70  0.001
C: 4.94 -1.32 -1.78  -0.001
C: 4.10 -2.09 -2.62  0.001
C: 2.75 -1.88 -2.62  -0.009
C: 2.19 -0.86 -1.84  0.035
S: 0.37 -0.80 -1.86  0.106
O: -0.03 -1.90 -2.72  0.025
C: 0.32 0.69 -2.87  -0.070
C: 0.22 1.94 -2.27  0.067
C: 0.25 3.08 -3.06  0.012
C: 0.33 2.99 -4.44  -0.001
C: 0.34 4.23 -5.28  0.000
C: 0.38 1.72 -5.03  0.004
C: 0.39 0.58 -4.25  -0.005
H: 3.03 -0.80 7.37  0.000
H: 4.39 -0.05 6.53  0.000
H: 4.27 -1.80 6.60  0.000
H: 1.05 -0.33 6.11  0.000
H: -0.18 -0.33 3.98  0.010
H: 3.39 -1.42 1.91  0.001
H: 4.63 -1.42 4.05  0.000
H: 0.26 1.59 2.32  0.001
H: 0.77 3.94 1.79  -0.002
H: 1.80 5.58 0.31  0.000
H: 3.24 6.12 -1.62  0.000
H: 4.35 4.31 -2.87  0.000
H: 4.00 1.97 -2.25  0.000
H: 4.78 1.15 0.57  0.001
H: 7.18 0.67 0.67  0.000
H: 8.18 -1.04 -0.79  0.000
H: 6.75 -2.34 -2.32  0.000
H: 4.53 -2.87 -3.22  0.000
H: 2.08 -2.50 -3.20  -0.001
H: 0.08 2.03 -1.21  -0.048
H: 0.19 4.04 -2.58  0.001
H: 0.04 5.09 -4.69  0.000
H: -0.32 4.12 -6.13  0.000
H: 1.35 4.41 -5.66  0.000
H: 0.42 1.63 -6.11  0.000
H: 0.42 -0.40 -4.69  0.000
C: -4.49 -6.30 5.69  0.000
C: -4.02 -5.69 4.40  0.001
C: -2.85 -4.94 4.33  0.001
C: -2.43 -4.36 3.15  0.007
C: -1.19 -3.52 3.15  -0.016
C: -3.18 -4.54 1.98  -0.009
Te: -2.55 -3.53 0.14  0.057
C: -4.33 -5.33 2.02  -0.002
C: -5.16 -5.63 0.81  0.003
C: -4.74 -5.87 3.23  -0.001
H: -3.80 -6.08 6.50  0.000
H: -4.57 -7.38 5.58  0.000
H: -5.47 -5.91 5.95  0.000
H: -2.26 -4.80 5.22  0.000
H: -0.54 -3.79 3.98  0.000
H: -1.45 -2.46 3.25  0.004
H: -0.63 -3.64 2.22  0.005
H: -4.56 -5.54 -0.10  0.002
H: -5.99 -4.92 0.74  0.000
H: -5.57 -6.63 0.87  0.000
H: -5.64 -6.47 3.26  0.000

5.
The following is a quantum chemistry calculation of C18H29As2INNiO3P as an isolated structure, from the OMol25 dataset.

As for the relative energy (zero: lowest compared OMol25 entry of this formula, charge and spin): 0.7373 eV. For the LUMO energy (alpha / beta), the calculation gives -6.667 / -6.668 eV. The net charge is +2. The molar mass comes out at 673.849 g/mol. Its spin multiplicity is 1.

Last column: natural (NBO) charge in e.
CARTESIAN COORDINATES (ANGSTROEM)
Ni: -0.23 -0.47 0.30  0.775
C: 3.09 0.36 -1.19  -0.933
As: 1.59 1.01 -0.15  0.918
C: 2.46 2.02 1.25  -0.932
C: 0.81 2.37 -1.30  -0.253
C: 1.58 3.19 -2.11  -0.225
C: 0.96 4.16 -2.89  -0.153
C: -0.42 4.32 -2.85  -0.169
C: -1.19 3.50 -2.03  -0.189
C: -0.57 2.52 -1.27  -0.419
As: -1.52 1.37 -0.06  1.149
C: -1.78 2.42 1.54  -0.942
C: -3.29 1.10 -0.76  -0.948
H: 3.87 1.13 -1.19  0.255
H: 2.78 0.16 -2.21  0.254
H: 3.50 -0.54 -0.75  0.246
H: 2.99 2.86 0.81  0.252
H: 3.16 1.37 1.77  0.256
H: 1.73 2.39 1.96  0.242
H: 2.66 3.09 -2.15  0.226
H: 1.55 4.80 -3.53  0.244
H: -0.90 5.08 -3.45  0.246
H: -2.27 3.63 -2.01  0.228
H: -2.30 3.34 1.27  0.262
H: -0.81 2.67 1.97  0.247
H: -2.37 1.86 2.26  0.252
H: -3.80 2.06 -0.83  0.260
H: -3.85 0.46 -0.08  0.256
H: -3.23 0.64 -1.74  0.259
C: 2.00 -3.32 4.27  -0.258
O: 1.00 -2.84 3.33  -0.824
P: 1.25 -1.54 2.46  1.640
O: -0.22 -0.81 2.56  -0.877
C: -0.78 -0.44 3.84  -0.255
O: 0.75 -2.09 0.93  -0.847
C: 1.67 -2.93 0.19  -0.259
H: 1.52 -4.12 4.83  0.227
H: 2.30 -2.53 4.95  0.199
H: 2.86 -3.71 3.74  0.198
H: -1.86 -0.40 3.72  0.208
H: -0.40 0.53 4.15  0.195
H: -0.54 -1.20 4.58  0.213
H: 1.10 -3.40 -0.60  0.217
H: 2.05 -3.71 0.86  0.217
H: 2.49 -2.35 -0.22  0.189
I: -0.02 -2.76 -4.95  0.273
C: -1.07 -2.57 -3.18  -0.199
C: -2.23 -3.29 -2.93  -0.154
C: -2.88 -3.12 -1.72  -0.216
C: -2.36 -2.23 -0.79  0.039
N: -1.24 -1.53 -1.03  -0.533
C: -0.61 -1.70 -2.20  -0.006
H: -2.62 -3.98 -3.67  0.258
H: -3.79 -3.66 -1.49  0.258
H: -2.83 -2.08 0.17  0.219
H: 0.28 -1.11 -2.36  0.214

Look up the net charge of the first one. 0

Look up the relative energy (zero: lowest compared OMol25 entry of this formula, charge and spin) of the first one. 1.8012 eV

The lowest net charge belongs to which entry? C2H2ClO3P

Among the records above, which one has the highest molar mass? C54H43ClN2O6ReS2Se4Te